A 18-piece molecular cluster, H37O18 overall. Source: OMol25; level of theory: wB97M-V/def2-TZVPD.

Atoms and positions in Å:
O 4.15496 0.56682 -0.31007
H -4.29124 4.15390 0.50720
H 3.36490 0.62337 0.22156
O -2.42347 0.59347 -0.55132
H 3.21324 -0.96758 3.79214
O 2.04047 -3.33315 1.51500
H 2.75802 -2.84595 1.92445
H -0.94460 0.78559 -1.94657
O -3.91032 0.36053 2.13337
H -2.14339 -0.31302 -0.34518
H -4.01873 0.42727 3.05684
O 0.41312 1.01928 1.10762
H 0.10376 0.68164 1.93149
H 1.34528 1.12197 1.07405
O 3.99979 -0.42199 3.82126
H 4.10134 -0.16680 4.73927
H -2.03325 0.19474 -2.87362
O -3.49151 -1.31176 -2.15415
H 2.37808 -2.89527 -0.58465
H 0.80935 -0.48873 -5.03006
O 3.40084 3.06454 0.77674
H 4.25058 3.01636 1.22302
H 2.74504 3.17210 1.47007
O 0.76404 2.45172 4.08481
H 0.20917 2.34153 3.30297
H 0.11679 0.27872 -3.54570
O -1.13046 0.54433 -2.87125
H -3.77505 -1.49736 -3.05850
H -4.78490 0.18134 1.78183
O -0.36308 -1.66548 -1.00526
H -0.09680 -2.06126 -1.82841
H 0.21197 -1.56441 -0.27514
O -1.32633 4.23316 -2.26554
H -1.59254 4.04373 -3.18601
H -0.90272 5.02194 -2.65715
O -4.25907 4.62510 -0.33374
H 0.68475 3.41414 4.10888
H -3.40407 4.31990 -0.66990
O -2.26079 -3.69472 1.43815
H -2.14337 -4.14546 0.60556
H -2.37506 -2.76258 1.23666
O 2.05392 -2.80693 4.71378
H 1.59457 -2.38633 5.44096
H 1.77829 -3.70900 4.57824
O -0.16952 -2.27263 -4.66959
H 4.09185 -0.19210 -0.89853
H -0.94505 -2.56786 -5.14808
O 2.21461 -2.03341 -0.97642
H 1.18490 -2.91238 1.56004
H 1.94343 -1.32477 -0.40439
O 0.60599 0.32535 -4.50494
H -2.20824 0.92918 0.33373
H -0.02697 0.77863 -5.08764
H -4.34440 -1.44538 -1.71853
H 0.32629 -3.04431 -4.40312

Output
LUMO energy ... -3.28 eV
ΔE to the lowest compared entry with this formula, charge and spin ... 574.6 kJ/mol
Total charge ... +1
Highest occupied orbital energy ... -13.02 eV

=====

A 3-piece molecular cluster, C31H50ClF7IN3O10P overall. Source: OMol25; level of theory: wB97M-V/def2-TZVPD.

Atoms and positions in Å:
C -1.17914 2.19292 4.14975
C -0.51236 3.03097 3.06053
C -1.08895 2.80587 1.65328
C -0.33340 1.73623 0.84179
N -1.20128 0.76269 0.13540
C -0.89066 0.70490 -1.27066
Cl -1.52710 2.37504 -1.99032
O 0.42668 0.63447 -1.46496
P 1.08604 -0.49953 -2.62072
C 2.75965 0.29411 -2.51984
C 3.11541 1.14974 -1.30956
C 4.62570 1.22343 -1.07140
F 2.69594 2.46954 -1.47500
N 1.51687 -1.61296 -3.92859
C 1.37432 -1.30538 -5.34690
C 2.42875 -0.36016 -5.90345
O 0.50574 0.69907 -3.91441
C 0.91341 1.89836 -3.97143
N 1.32338 2.97695 -4.04028
C 1.51901 -1.97183 -1.39836
I 1.32539 -1.62109 0.73880
C 2.84035 -2.74103 -1.62976
C 4.04932 -2.51682 -0.70593
O -0.57246 -1.15746 -2.66360
C -1.57489 -0.46952 -2.04559
C -2.76084 -0.17907 -3.02129
C -2.43969 0.06317 -4.49486
C -2.41473 1.47594 -4.99527
O -1.60237 1.94133 -5.74612
O -3.52103 2.16163 -4.61923
C -2.27383 -1.52507 -1.09688
O -1.95802 -2.67815 -1.11493
C -3.62849 -1.28474 -0.34925
F -4.01681 0.00953 -0.26362
F -4.56588 -1.90330 -1.14321
C -3.85361 -1.97749 1.05150
F -4.97783 -1.42350 1.57334
F -4.12161 -3.28123 0.81929
C -2.75049 -1.96926 2.12601
F -2.28911 -0.71909 2.31668
F -1.73803 -2.76149 1.72058
C -3.26189 -2.51439 3.49188
O -4.27508 -3.12470 3.64466
O -2.37665 -2.24793 4.47382
H -0.78502 1.17923 4.13994
H -2.24620 2.13677 3.95805
H -1.03639 2.63751 5.13193
H -0.64383 4.08499 3.30346
H 0.55854 2.83487 3.03535
H -2.15718 2.58857 1.70913
H -1.00733 3.74754 1.11258
H 0.32090 2.24428 0.14216
H 0.30985 1.19208 1.53151
H -2.14047 1.13954 0.18282
H 2.95633 0.89118 -3.41047
H 3.50072 -0.49537 -2.56978
H 2.63389 0.78923 -0.40309
H 4.82189 1.58388 -0.06606
H 5.12021 0.26844 -1.21155
H 5.02008 1.93126 -1.80006
H 1.02840 -2.48265 -3.76387
H 1.52961 -2.25388 -5.87514
H 0.37507 -0.99004 -5.65793
H 2.54167 -0.50138 -6.97583
H 2.18872 0.68244 -5.71208
H 3.38357 -0.56329 -5.41999
H 0.71321 -2.68014 -1.53896
H 3.19168 -2.59591 -2.64397
H 2.60694 -3.80439 -1.54134
H 4.94408 -2.83110 -1.25053
H 4.20012 -1.47632 -0.44410
H 4.00280 -3.13082 0.18678
H -3.36910 -1.08287 -3.02205
H -3.40740 0.59628 -2.62726
H -1.53699 -0.43768 -4.81767
H -3.26422 -0.37832 -5.06329
H -3.35371 3.08886 -4.84048
H -2.85476 -1.93422 5.25300
C 8.19747 0.85942 2.50027
C 7.83650 -0.37264 3.32787
C 6.35547 -0.53206 3.00524
O 6.18131 -0.05320 1.67386
C 7.35025 0.64888 1.25122
H 9.26037 0.94608 2.27795
H 7.88230 1.76625 3.02119
H 8.39647 -1.24103 2.97339
H 8.02528 -0.25787 4.39459
H 5.73400 0.06578 3.68117
H 6.01662 -1.56757 3.05304
H 7.87622 0.03452 0.51179
H 7.05432 1.58326 0.77436
C -6.77583 -0.80861 4.14088
C -7.78631 0.16977 3.54398
C -7.41677 1.46604 4.25444
O -6.01341 1.40029 4.50394
C -5.54268 0.07254 4.26291
H -6.60249 -1.69186 3.53155
H -7.10750 -1.13501 5.12975
H -7.62256 0.26551 2.46854
H -8.82447 -0.11674 3.70691
H -7.94274 1.55612 5.21229
H -7.62768 2.35608 3.66040
H -4.96384 0.06978 3.33946
H -4.88575 -0.22298 5.08594

Output
LUMO energy ... 2.01 eV
Total charge ... -1
Highest occupied orbital energy ... -5.81 eV

=====

C30H65AlNO5S as an isolated structure. Source: OMol25; level of theory: wB97M-V/def2-TZVPD.

Atoms and positions in Å:
C 3.37068 -3.15530 3.91535
C 3.40317 -2.39153 2.95475
C 3.31923 -1.30939 1.79639
C 1.82648 -0.75611 1.78300
C 1.26120 -0.38755 0.32947
Al 0.58684 1.57044 0.18836
N 0.25888 1.83033 -1.71540
C -1.20386 1.88267 1.11086
C -2.28587 0.83096 0.54624
C -3.65271 0.81976 1.35108
C -3.63257 0.08387 2.76503
S -2.27716 -1.11961 3.01381
O -1.01588 -0.42515 3.28461
O -2.19159 -2.16518 1.98005
O -2.66315 -1.93192 4.43901
C 2.05561 2.90576 0.68403
C 2.25469 3.14533 2.23314
O 1.03310 2.99964 3.03212
C 0.37155 4.26216 3.04626
O -0.27454 4.73123 2.11412
H 3.03593 -3.76461 4.79186
H 4.02045 -0.47272 2.09514
H 3.65081 -1.79299 0.83443
H 1.66571 0.15595 2.44344
H 1.15803 -1.56783 2.22179
H 2.10884 -0.57636 -0.42200
H 0.43871 -1.11644 0.05519
H 0.74181 1.06352 -2.20528
H 0.80378 2.67165 -1.98059
H -1.17293 1.93026 2.23886
H -1.57573 2.91041 0.76491
H -2.53829 1.21490 -0.50049
H -1.82345 -0.19024 0.38213
H -3.91976 1.90943 1.56394
H -4.51909 0.43276 0.71550
H -4.60369 -0.51562 2.83234
H -3.67303 0.79453 3.65169
H -1.89766 -2.53788 4.58533
H 1.96534 3.90042 0.12789
H 3.03645 2.45170 0.29908
H 3.07871 2.50654 2.69399
H 2.61624 4.22616 2.35716
H 0.38263 4.88630 4.00500
C 2.54123 9.08247 -4.21172
C 2.78713 7.76370 -3.48968
C 1.75901 6.68447 -3.83186
C 0.31528 7.00955 -3.44115
C 0.09280 7.31063 -1.95868
C 0.42466 6.13573 -1.04706
H 1.58439 9.52612 -3.92814
H 3.32577 9.80160 -3.96075
H 2.54914 8.94077 -5.29573
H 2.81525 7.93582 -2.40964
H 3.78023 7.39517 -3.76718
H 2.06302 5.74716 -3.35535
H 1.79038 6.49515 -4.91111
H -0.31832 6.16399 -3.73003
H -0.03827 7.86337 -4.03002
H -0.96049 7.57475 -1.81422
H 0.67268 8.18821 -1.65439
H -0.17307 5.25830 -1.30604
H 0.21221 6.38997 -0.00616
H 1.48141 5.86625 -1.11025
C -5.52431 -4.10241 0.90363
C -6.15772 -4.38650 2.26002
C -5.13766 -4.48086 3.39549
C -4.11573 -5.61217 3.26539
C -4.70803 -7.01722 3.15131
C -5.50935 -7.43760 4.37717
H -4.85387 -4.90679 0.59410
H -6.29971 -4.00623 0.13868
H -4.95626 -3.16909 0.92622
H -6.75365 -5.30327 2.20322
H -6.85990 -3.57874 2.49248
H -5.67703 -4.58399 4.34358
H -4.59425 -3.53260 3.46241
H -3.45057 -5.57741 4.13569
H -3.47850 -5.42823 2.39476
H -3.88630 -7.72830 3.01423
H -5.33419 -7.09742 2.25755
H -4.89042 -7.40454 5.27756
H -5.87487 -8.46100 4.25671
H -6.37801 -6.79370 4.53171
C 2.05037 -1.67131 -4.23813
C 2.34891 -2.61560 -3.08078
C 3.80765 -2.57180 -2.62483
C 4.83478 -3.00304 -3.67509
C 4.64021 -4.41083 -4.23871
C 4.76540 -5.50590 -3.18693
H 2.61774 -1.93668 -5.13387
H 0.98904 -1.71468 -4.49508
H 2.28940 -0.63904 -3.97023
H 2.06413 -3.63621 -3.35641
H 1.71406 -2.33760 -2.23378
H 3.91467 -3.19696 -1.73197
H 4.04787 -1.55151 -2.30575
H 5.83363 -2.93473 -3.22893
H 4.82860 -2.28894 -4.50524
H 5.39962 -4.58251 -5.00969
H 3.67132 -4.49186 -4.74040
H 5.74370 -5.46939 -2.70063
H 4.65623 -6.48969 -3.65135
H 3.99466 -5.41715 -2.41848

Output
LUMO energy ... 2.34 eV
Total charge ... -1
Highest occupied orbital energy ... -4.54 eV

=====

C4H9ClOS as an isolated structure. Source: OMol25; level of theory: wB97M-V/def2-TZVPD.

Atoms and positions in Å:
C -0.68912 -0.35915 1.55470
C -0.67317 1.06533 -0.54686
C 0.86000 -1.27961 -0.78907
C 0.15912 0.20289 0.37782
O 1.26663 0.86792 0.92028
S 1.96783 2.19790 0.11038
Cl 2.60140 -1.24326 -0.15036
H 0.05929 -0.71768 2.29378
H -1.34406 -1.11849 1.16353
H -1.22346 0.52360 1.82620
H -0.12057 1.54344 -1.35772
H -1.46833 0.38597 -1.03196
H -1.05623 1.80031 0.11227
H 0.30531 -2.16708 -0.52123
H 0.79949 -0.98715 -1.76510
H 1.00039 3.08934 -0.00308

Output
LUMO energy ... 0.47 eV
ΔE to the lowest compared entry with this formula, charge and spin ... 241.6 kJ/mol
Highest occupied orbital energy ... -8.88 eV

=====

C50H28BrI4N6Tc as an isolated structure. Source: OMol25; level of theory: wB97M-V/def2-TZVPD.

Atoms and positions in Å:
Tc 0.00420 -0.02761 -0.09761
I 9.03491 4.21315 -0.78727
C 7.01385 3.48980 -0.76079
C 6.74652 2.32263 -1.46258
C 5.52657 1.69856 -1.34432
C 4.50343 2.21192 -0.58205
C 4.82123 3.35376 0.14261
C 5.97574 4.07573 -0.04991
C 3.08532 1.53888 -0.39611
C 2.37596 1.28274 -1.57475
C 2.72921 1.72237 -2.94645
C 1.76487 1.31453 -3.71782
C 0.86974 0.57538 -2.96920
C -0.23384 -0.19929 -3.45492
C -0.39327 -0.07520 -4.99840
C -1.35038 0.89989 -5.38748
C -1.48772 1.24545 -6.69146
C -0.75303 0.55700 -7.70521
I -0.96454 1.02039 -9.64048
C 0.11170 -0.43275 -7.28605
C 0.27717 -0.82931 -5.94740
C -1.19297 -0.86670 -2.77601
N -1.16408 -1.15251 -1.34503
C -2.12740 -2.03474 -1.04879
C -2.63426 -2.33976 0.27042
C -3.70480 -3.37801 0.40646
C -3.44044 -4.77778 0.33989
C -4.49153 -5.64451 0.50047
C -5.80578 -5.17330 0.67089
I -7.27429 -6.62342 1.05611
C -6.03259 -3.82749 0.62403
C -4.99958 -2.94682 0.46119
C -1.89115 -2.05462 1.55228
C -2.41655 -2.52172 2.75205
C -1.81800 -2.27093 3.98346
C -0.82008 -1.32209 3.82455
N -1.01851 -1.09609 1.46509
C 0.50054 0.07607 3.29520
C 1.52039 0.65233 2.60859
C 2.91518 0.93287 3.04353
C 3.66596 1.21908 1.99175
C 2.70265 1.13838 0.75803
N 1.50236 0.74650 1.22305
C 0.78127 -0.45111 5.80671
C 1.71955 -1.23472 6.41124
C 2.37634 -0.94279 7.57520
C 2.09181 0.25113 8.25481
I 3.01676 0.76350 9.99149
C 1.08201 1.07107 7.67119
C 0.41295 0.66785 6.48849
C -2.78563 -2.52169 -2.31482
C -2.21860 -1.80732 -3.30546
N 1.21993 0.58399 -1.61948
H 7.52939 1.85684 -2.06027
H 5.36785 0.77260 -1.80179
H 3.98516 3.73981 0.72742
H 6.09164 4.99859 0.45070
H 3.47912 2.43303 -3.32891
H 1.73377 1.47638 -4.79734
H -1.80180 1.39093 -4.52646
H -2.18808 2.05096 -6.94074
H 0.64109 -1.02539 -8.01706
H 1.05385 -1.50756 -5.59675
H -2.39754 -5.01806 0.06957
H -4.39092 -6.70798 0.48600
H -6.99134 -3.43825 0.61998
H -5.17599 -1.85640 0.48583
H -3.01162 -3.39856 2.65484
H -1.90298 -3.01418 4.69932
H 3.25099 0.77309 4.04843
H 4.69390 1.34417 1.85808
H 2.03279 -2.07372 5.86615
H 3.23984 -1.59378 7.88122
H 0.83539 2.01259 8.17290
H -0.38352 1.34663 6.18296
H -3.60899 -3.17716 -2.44632
H -2.56838 -2.08410 -4.28561
N 0.32922 -0.65805 4.46160
C -0.52735 -0.63947 2.59490
Br -5.22958 2.15096 -2.52676
C -3.50726 2.25116 -1.60218
C -3.21932 3.54058 -1.13777
C -2.08732 3.75246 -0.38634
C -1.28733 2.63745 -0.16553
N -1.51852 1.42076 -0.69927
C -2.65002 1.20759 -1.34277
H -3.93635 4.30119 -1.36974
H -1.82199 4.68585 0.11914
H -0.39954 2.68201 0.40393
H -2.98739 0.29444 -1.71026

Output
LUMO energy (alpha / beta) ... -3.49 / -4.65 eV
Total charge ... +1
Highest occupied orbital energy (alpha / beta) ... -9.10 / -9.64 eV
2S+1 ... 4

=====

Number 1: maximum force 3.6 eV Å⁻¹. Number 2: maximum force 1.2 eV Å⁻¹. Number 3: maximum force 3.3 eV Å⁻¹. Number 4: maximum force 6.3 eV Å⁻¹. Number 5: maximum force 7.7 eV Å⁻¹.